{
  "formula": "C32H56N4O8S4",
  "method": "ωB97M-V with the def2-TZVPD basis set",
  "charge": 0,
  "homo_lumo_gap_ev": 8.58,
  "e_homo_ev": -8.106,
  "smiles": "O=S1(=O)CCCC1.O=S1(=O)CCCC1.O=S1(=O)CCCC1.O=S1(=O)CCCC1.c1cc[nH]c1.c1cc[nH]c1.CCCC#N.CCCC#N",
  "species": ["C", "C", "C", "C", "N", "H", "H", "H", "H", "H", "H", "H", "C", "C", "C", "C", "N", "H", "H", "H", "H", "H", "H", "H", "C", "C", "C", "S", "O", "O", "C", "H", "H", "H", "H", "H", "H", "H", "H", "C", "C", "C", "S", "O", "O", "C", "H", "H", "H", "H", "H", "H", "H", "H", "C", "C", "C", "S", "O", "O", "C", "H", "H", "H", "H", "H", "H", "H", "H", "C", "C", "C", "S", "O", "O", "C", "H", "H", "H", "H", "H", "H", "H", "H", "N", "C", "C", "C", "C", "H", "H", "H", "H", "H", "N", "C", "C", "C", "C", "H", "H", "H", "H", "H"],
  "coordinates": [[-18.228180, 7.776720, 27.855450], [-17.234470, 7.910030, 26.763150], [-15.948080, 8.645320, 27.216360], [-15.189590, 7.871230, 28.181690], [-14.667400, 7.193200, 28.964840], [-17.920570, 8.554360, 28.554570], [-18.076530, 6.849850, 28.408640], [-19.236780, 7.957620, 27.483850], [-17.702710, 8.426000, 25.924930], [-16.881670, 6.922530, 26.465680], [-16.269280, 9.598660, 27.635960], [-15.188540, 8.760860, 26.443170], [-8.939530, -8.876810, 29.760460], [-9.431170, -7.384620, 29.903410], [-9.270710, -6.618060, 28.626820], [-7.791660, -6.590240, 28.218070], [-6.626160, -6.644390, 28.043840], [-9.686140, -9.497150, 29.264620], [-8.836620, -9.273890, 30.770330], [-7.942350, -8.991370, 29.335480], [-8.907340, -6.919070, 30.738250], [-10.487710, -7.382620, 30.171420], [-9.559680, -5.568700, 28.685330], [-9.757360, -7.132910, 27.798450], [-13.454300, 10.680280, 17.710240], [-13.545090, 9.692470, 18.856350], [-12.388690, 8.707760, 18.698590], [-11.052620, 9.480410, 17.696570], [-11.010640, 8.879300, 16.379010], [-9.875820, 9.661310, 18.600760], [-12.004870, 11.141410, 17.591200], [-14.111140, 11.533250, 17.880850], [-13.881560, 10.144970, 16.862290], [-14.365930, 9.019830, 19.105090], [-13.422580, 10.240130, 19.790770], [-12.518890, 7.830400, 18.065050], [-11.816440, 8.330320, 19.546030], [-11.570050, 11.741870, 16.792160], [-11.963960, 11.697690, 18.527670], [-10.533190, 1.698450, 26.358600], [-9.304610, 1.396500, 25.439130], [-9.370210, 2.436500, 24.247530], [-11.148490, 2.691310, 23.903640], [-11.617320, 1.896470, 22.716630], [-11.454410, 4.112070, 24.168940], [-11.690630, 1.781460, 25.490530], [-10.540450, 2.632880, 26.919750], [-10.599750, 0.859760, 27.051620], [-9.200760, 0.357630, 25.125960], [-8.482660, 1.585300, 26.129670], [-8.850640, 2.282780, 23.301740], [-8.999680, 3.434620, 24.481140], [-12.014150, 0.788500, 25.178330], [-12.542710, 2.325160, 25.898520], [-16.460860, -1.614340, 34.526900], [-15.749240, -0.290380, 33.986100], [-16.039460, -0.150850, 32.516100], [-16.079160, -1.836860, 31.704020], [-14.691740, -2.082780, 31.252890], [-17.213700, -2.179860, 30.865410], [-16.302980, -2.732930, 33.366140], [-17.540280, -1.500810, 34.627240], [-16.155120, -2.015920, 35.493000], [-14.681300, -0.275880, 34.203760], [-15.897390, 0.439690, 34.781810], [-15.290890, 0.410510, 31.956990], [-17.060820, 0.177450, 32.323360], [-15.510460, -3.453850, 33.566870], [-17.243610, -3.257640, 33.198850], [-1.512790, 1.625560, 29.293130], [-2.228080, 2.885310, 29.606810], [-2.890910, 2.717840, 30.935230], [-3.553040, 1.009200, 30.974070], [-4.844370, 1.193280, 30.400320], [-3.489470, 0.280760, 32.201120], [-2.308770, 0.313370, 29.725420], [-0.546520, 1.774860, 29.774920], [-1.467370, 1.841520, 28.225720], [-3.058210, 3.204180, 28.976490], [-1.576630, 3.758890, 29.630880], [-3.661640, 3.456170, 31.156500], [-2.055580, 2.799560, 31.630680], [-2.756220, -0.227850, 28.891770], [-1.668290, -0.341070, 30.316680], [-3.417020, -3.667660, 21.824980], [-2.469100, -3.362600, 20.844360], [-2.493430, -2.013910, 20.767330], [-3.420740, -1.461760, 21.618610], [-4.030870, -2.514330, 22.224030], [-3.678060, -4.568740, 22.199180], [-1.965050, -4.100060, 20.237320], [-1.848520, -1.439100, 20.119190], [-3.749030, -0.437500, 21.716160], [-4.722540, -2.579650, 23.050900], [-17.867260, -2.338900, 22.486220], [-17.614310, -1.195450, 21.822050], [-17.474430, -0.171430, 22.807170], [-17.734920, -0.841390, 24.039770], [-17.950860, -2.136110, 23.873750], [-18.108650, -3.184560, 21.989550], [-17.418130, -1.239720, 20.760940], [-17.173960, 0.828320, 22.530350], [-17.769380, -0.414450, 25.031200], [-18.265350, -2.870010, 24.601000]],
  "forces_ev_per_a": [[0.259, 0.450, 1.136], [1.471, -0.549, -1.061], [-0.166, -0.072, -0.371], [0.117, -1.176, 1.932], [-0.466, 0.875, -1.039], [-0.817, 0.208, 0.434], [-0.530, -0.082, -0.133], [-0.012, -0.344, 0.428], [0.448, 0.007, -0.184], [-0.309, -0.032, -0.576], [0.508, 0.179, 0.017], [-0.501, 0.523, -0.578], [-0.456, 0.813, 1.032], [0.290, -1.547, 0.366], [2.249, 0.393, -1.230], [2.266, -0.298, 0.242], [-3.577, 0.260, 0.332], [0.191, 0.074, -0.288], [-0.141, -0.117, 0.078], [-0.194, 0.251, -0.373], [0.120, 0.145, -0.171], [-0.052, -0.062, 0.005], [-0.349, -0.134, -0.025], [-0.349, 0.231, 0.026], [-1.575, -0.414, -1.434], [1.528, -0.798, 1.707], [2.121, -0.603, -1.075], [0.037, 2.474, 2.669], [0.401, 0.285, 0.632], [-1.741, -0.576, -2.283], [0.271, -1.401, 0.781], [0.038, 0.052, 0.036], [0.365, 0.278, -0.590], [-0.867, 0.649, -0.998], [0.339, 0.066, 0.175], [-0.999, -0.064, 0.057], [-0.506, 0.368, 0.446], [-0.660, -0.240, -0.256], [1.253, -0.083, 0.134], [1.023, -0.623, 0.046], [0.260, 1.957, 0.349], [0.083, -0.032, 0.087], [-1.314, -1.324, 0.824], [1.124, 2.281, 2.363], [0.270, -1.645, -1.212], [-1.880, -0.136, -2.295], [1.071, -0.005, 0.089], [-0.220, 0.155, 0.202], [-0.525, 0.115, -0.151], [0.585, 0.126, -0.615], [-0.175, -0.981, 0.051], [-0.240, -0.019, 0.753], [-0.132, 0.075, -0.296], [0.056, 0.069, -0.196], [0.317, -0.932, -2.470], [0.509, -1.929, 2.117], [-1.070, 0.065, -0.817], [2.531, -1.452, 2.426], [-2.023, 0.399, 0.128], [0.715, 1.003, 0.429], [-0.628, 1.254, 0.247], [-0.001, 0.603, -0.086], [0.568, 0.275, -0.173], [0.486, -1.116, -0.738], [-1.443, 1.042, -0.921], [-0.261, 0.062, 0.017], [0.066, 0.529, -0.005], [0.153, 0.298, -0.361], [0.089, -0.102, 0.200], [-0.273, -0.395, -1.130], [-2.456, 1.666, 0.933], [1.148, -0.243, 1.610], [0.688, 0.619, -1.236], [-1.122, -0.256, -0.972], [0.695, 0.038, 0.527], [0.619, 2.052, 0.714], [0.155, -0.864, -0.190], [0.914, -1.504, -0.374], [0.218, -0.566, -0.936], [0.257, -0.168, 0.020], [-0.114, -0.433, 0.143], [-0.335, -0.161, 0.761], [-0.292, 0.244, 0.268], [-0.109, -0.031, -0.146], [0.018, -0.258, -0.694], [-0.966, -0.793, 1.066], [2.079, 0.982, -2.050], [-1.598, 0.607, 0.692], [0.069, -0.846, 1.326], [0.235, 0.140, -0.356], [0.030, 0.028, 0.356], [-0.040, -0.058, -0.132], [0.342, -0.021, 0.003], [-0.170, 0.218, -0.201], [-0.626, -1.533, 0.578], [0.739, 1.675, 1.775], [-0.314, -2.032, -1.977], [0.621, 2.938, 1.227], [-0.556, -1.582, -2.115], [0.142, 0.041, 0.376], [-0.147, 0.288, 0.081], [-0.153, 0.020, 0.542], [0.132, 0.334, -0.105], [0.167, -0.146, -0.375]],
  "lowdin_charge": [-0.12, -0.27, -0.19, -0.25, 0.14, 0.07, 0.08, 0.08, 0.11, 0.11, 0.12, 0.12, -0.09, -0.26, -0.19, -0.21, 0.12, 0.07, 0.06, 0.06, 0.11, 0.11, 0.11, 0.11, -0.25, -0.22, -0.23, 0.74, -0.34, -0.38, -0.18, 0.11, 0.12, 0.12, 0.11, 0.09, 0.10, 0.10, 0.10, -0.26, -0.17, -0.21, 0.76, -0.37, -0.37, -0.24, 0.12, 0.12, 0.11, 0.10, 0.09, 0.09, 0.10, 0.10, -0.17, -0.22, -0.22, 0.73, -0.37, -0.34, -0.19, 0.10, 0.10, 0.11, 0.11, 0.10, 0.10, 0.09, 0.07, -0.21, -0.30, -0.24, 0.67, -0.33, -0.32, -0.14, 0.12, 0.11, 0.12, 0.12, 0.11, 0.10, 0.10, 0.09, 0.00, -0.12, -0.16, -0.12, -0.15, 0.14, 0.10, 0.10, 0.10, 0.11, -0.02, -0.14, -0.08, -0.16, -0.13, 0.14, 0.10, 0.08, 0.09, 0.11]
}